(1)
Below is a 10-piece molecular cluster, C3H27N2O9 overall at a distorted geometry, with properties calculated with ωB97M-V/def2-TZVPD.

The value obtained for the HOMO energy (alpha / beta) is -2.261 / -8.300 eV. Its total charge is 0. The calculation puts the total energy at -917.01186 hartree. The expectation value of S² is 0.7505. The calculation puts the HOMO-LUMO gap (alpha / beta) at 2.383 / 8.265 eV. As for the multiplicity: 2.

Bonds (Å) are listed after each position.
Positions of all 41 atoms, in Å:
1 C 1.3147 -0.6811 1.6621  C2 1.462, H6 1.125, H7 1.099, H8 1.105
2 C 0.3502 -0.2881 0.6367  C1 1.462, C3 1.333, N5 1.486
3 C 0.1762 0.9228 0.1075  C2 1.333, N4 1.383, H9 1.088
4 N 1.1795 1.8739 0.0787  C3 1.383, H10 1.021, H11 1.013
5 N -0.6888 -1.3068 0.3369  C2 1.486, H12 1.039, H13 1.045, H14 1.050
6 H 2.2272 -1.2100 1.2699  C1 1.125
7 H 0.8968 -1.2459 2.5075  C1 1.099
8 H 1.9554 0.0340 2.2094  C1 1.105
9 H -0.6387 1.1881 -0.5625  C3 1.088
10 H 1.7352 1.8304 0.9341  N4 1.021
11 H 0.8815 2.8204 -0.1268  N4 1.013
12 H -0.8924 -1.9230 1.1486  N5 1.039
13 H -0.3648 -1.9061 -0.4550  N5 1.045
14 H -1.6699 -0.9917 0.1351  N5 1.050
15 H 2.6311 0.6232 -1.8897  O17 0.973
16 H 2.9130 -0.7146 -2.3712  O17 0.973
17 O 2.4223 0.0729 -2.6649  H15 0.973, H16 0.973
18 H -2.0177 2.9645 -0.2167  O20 0.962
19 H -1.8217 4.4340 -0.5919  O20 0.963
20 O -1.3506 3.6008 -0.4907  H18 0.962, H19 0.963
21 H -3.0263 0.2857 -3.2455  O23 0.972
22 H -1.6959 0.3350 -2.8122  O23 0.976
23 O -2.5741 0.4457 -2.4003  H21 0.972, H22 0.976
24 H 3.0847 3.4059 -1.2439  O26 0.971
25 H 4.0843 2.7152 -0.5660  O26 0.975
26 O 3.3508 2.4761 -1.1626  H24 0.971, H25 0.975
27 H 0.7815 0.2139 -3.1249  O29 0.991
28 H -0.0017 1.4801 -3.1908  O29 0.947
29 O -0.0563 0.5864 -3.5002  H27 0.991, H28 0.947
30 H -3.4538 -1.7007 -1.1642  O32 0.967
31 H -3.8887 -0.4344 -0.6426  O32 0.965
32 O -3.4139 -1.2136 -0.3299  H30 0.967, H31 0.965
33 H 1.2408 -3.8169 0.3808  O35 0.978
34 H 1.2315 -3.8872 -1.1231  O35 0.964
35 O 0.6984 -3.5574 -0.3911  H33 0.978, H34 0.964
36 H -1.3741 0.1518 4.3008  O38 0.958
37 H 0.0257 0.5295 4.8668  O38 0.962
38 O -0.5419 -0.2046 4.6128  H36 0.958, H37 0.962
39 H -1.3405 -3.3047 2.5694  O41 0.966
40 H -1.0055 -2.2352 3.7027  O41 0.974
41 O -1.3635 -2.3683 2.8068  H39 0.966, H40 0.974

---

(2)
Below is a 10-piece molecular cluster, C3H28N2O9S overall at a distorted geometry, with properties calculated with ωB97M-V/def2-TZVPD.

The value obtained for the HOMO energy is -9.272 eV. The calculation puts the energy relative to the best compared isomer or geometry (same formula, charge and spin) at 43.8 kJ/mol. The structure (SMILES) is NC[C@@H](N)CS.O.O.O.O.O.O.O.O.O. Its total charge is 0. The calculation puts the total energy at -1315.90497 hartree. The calculation puts the HOMO-LUMO gap at 9.425 eV.

Bonds (Å) are listed after each position.
Positions of all 43 atoms, in Å:
1 N 0.7437 0.6299 0.3753  C2 1.447, H7 1.021, H8 1.024
2 C 1.1252 -0.6087 1.0180  N1 1.447, C3 1.515, H9 1.082, H10 1.111
3 C 0.5508 -1.7989 0.2779  C2 1.515, N4 1.470, C5 1.533, H11 1.096
4 N 1.3447 -2.1762 -0.9004  C3 1.470, H12 1.010, H13 1.015
5 C 0.5478 -3.0327 1.1875  C3 1.533, S6 1.838, H14 1.095, H15 1.105
6 S -0.5122 -2.7678 2.6659  C5 1.838, H16 1.343
7 H 0.6205 0.6414 -0.6385  N1 1.021
8 H -0.1832 1.0181 0.5697  N1 1.024
9 H 0.9008 -0.5199 2.0732  C2 1.082
10 H 2.2342 -0.6826 1.0125  C2 1.111
11 H -0.4362 -1.5778 -0.1453  C3 1.096
12 H 2.1211 -2.8020 -0.7378  N4 1.010
13 H 1.6431 -1.3495 -1.4076  N4 1.015
14 H 1.5815 -3.2106 1.5011  C5 1.095
15 H 0.1403 -3.8124 0.5191  C5 1.105
16 H -1.7004 -2.5120 2.0948  S6 1.343
17 O -0.4699 -0.3589 -2.8727  H18 0.962, H19 0.959
18 H -1.1084 0.2183 -2.4432  O17 0.962
19 H -0.2264 -1.1679 -2.4200  O17 0.959
20 O -3.2936 0.1806 2.1247  H21 0.944, H22 0.957
21 H -2.4296 -0.1722 1.9829  O20 0.944
22 H -3.2809 1.1165 2.3240  O20 0.957
23 O 2.3683 1.6269 -2.7761  H24 0.966, H25 0.945
24 H 2.5178 0.6862 -2.9382  O23 0.966
25 H 3.0200 1.8817 -2.1413  O23 0.945
26 O -0.2668 2.6188 -2.2767  H27 0.955, H28 0.953
27 H 0.6401 2.6188 -1.9785  O26 0.955
28 H -0.7478 3.4403 -2.2359  O26 0.953
29 O -2.2230 -0.0785 -0.4442  H30 0.952, H31 0.957
30 H -2.6510 -0.9002 -0.6645  O29 0.952
31 H -2.6947 0.6640 -0.0684  O29 0.957
32 O 1.4698 3.6367 -0.4667  H33 0.958, H34 0.960
33 H 2.0986 3.3927 -1.1469  O32 0.958
34 H 1.3410 2.8762 0.1049  O32 0.960
35 O -0.4833 1.1090 3.3697  H36 0.966, H37 0.960
36 H -0.0758 1.8946 2.9828  O35 0.966
37 H 0.2278 0.4639 3.3562  O35 0.960
38 O 1.8984 -1.0133 -3.9292  H39 0.981, H40 0.957
39 H 1.1363 -0.4055 -4.0373  O38 0.981
40 H 1.4778 -1.8271 -3.6510  O38 0.957
41 O -1.7077 2.6099 1.0545  H42 0.957, H43 0.961
42 H -2.3515 3.2941 1.2386  O41 0.957
43 H -1.8856 1.8033 1.5448  O41 0.961

---

(3)
Below is a 11-piece molecular cluster, C3H28N6O11 overall at a distorted geometry, with properties calculated with ωB97M-V/def2-TZVPD.

The value obtained for the HOMO energy is -8.956 eV. The calculation puts the energy relative to the best compared isomer or geometry (same formula, charge and spin) at 307.9 kJ/mol. The structure (SMILES) is NC(N)=O.NC(N)=O.NC(N)=O.O.O.O.O.O.O.O.O. Its total charge is 0. The calculation puts the total energy at -1287.32471 hartree. The calculation puts the HOMO-LUMO gap at 8.542 eV.

Bonds (Å) are listed after each position.
Positions of all 48 atoms, in Å:
1 N -0.6384 2.1330 -4.2161  C2 1.261, H5 1.010, H6 1.010
2 C -1.1765 1.4560 -3.2987  N1 1.261, N3 1.293, O4 1.196
3 N -2.3668 1.9051 -3.0659  C2 1.293, H7 1.010, H8 1.010
4 O -0.6093 0.5604 -2.7446  C2 1.196
5 H 0.3154 2.0410 -4.5351  N1 1.010
6 H -1.2344 2.8591 -4.5870  N1 1.010
7 H -2.8644 2.5185 -3.6954  N3 1.010
8 H -2.9012 1.4339 -2.3500  N3 1.010
9 N 0.5460 -3.4475 0.0168  C10 1.296, H13 1.010, H14 1.010
10 C 1.2860 -2.6289 0.6964  N9 1.296, N11 1.367, O12 1.239
11 N 1.8676 -3.3104 1.7288  C10 1.367, H15 1.010, H16 1.010
12 O 1.5010 -1.4442 0.4053  C10 1.239
13 H -0.1114 -3.2388 -0.7210  N9 1.010
14 H 0.5404 -4.4569 0.0525  N9 1.010
15 H 2.4151 -2.7877 2.3975  N11 1.010
16 H 1.6400 -4.2922 1.7941  N11 1.010
17 N -1.1884 -2.6774 2.9072  C18 1.319, H21 1.010, H22 1.010
18 C -1.3149 -1.5782 3.6257  N17 1.319, N19 1.281, O20 1.207
19 N -1.3559 -0.4849 2.9600  C18 1.281, H23 1.010, H24 1.010
20 O -1.6401 -1.5948 4.7883  C18 1.207
21 H -1.4552 -3.5207 3.3948  N17 1.010
22 H -1.2628 -2.5940 1.9034  N17 1.010
23 H -1.3832 -0.4761 1.9504  N19 1.010
24 H -1.6318 0.2882 3.5485  N19 1.010
25 O 1.7130 -0.7999 -2.3431  H26 0.957, H27 0.957
26 H 0.9507 -0.2595 -2.5510  O25 0.957
27 H 1.5940 -1.0392 -1.4239  O25 0.957
28 O 2.6205 2.6242 0.3450  H29 0.957, H30 0.957
29 H 1.8885 2.4618 -0.2501  O28 0.957
30 H 3.3338 2.9117 -0.2248  O28 0.957
31 O 0.2994 2.6895 2.2603  H32 0.957, H33 0.957
32 H -0.0072 3.2364 1.5371  O31 0.957
33 H -0.3601 2.8044 2.9444  O31 0.957
34 O 0.2389 1.2777 -0.3079  H35 0.957, H36 0.957
35 H 0.2171 1.0690 -1.2418  O34 0.957
36 H -0.0580 0.4767 0.1240  O34 0.957
37 O -2.4906 -0.7531 0.0228  H38 0.957, H39 0.957
38 H -2.7632 -1.1105 -0.8223  O37 0.957
39 H -3.1699 -1.0378 0.6342  O37 0.957
40 O -2.3567 1.9673 0.2305  H41 0.957, H42 0.957
41 H -2.6819 1.0692 0.2930  O40 0.957
42 H -1.4170 1.8721 0.0752  O40 0.957
43 O 2.9181 1.3791 -2.5691  H44 0.957, H45 0.957
44 H 2.9211 1.5226 -3.5155  O43 0.957
45 H 2.5615 0.4973 -2.4612  O43 0.957
46 O 2.2790 0.5398 2.1381  H47 0.957, H48 0.957
47 H 2.9128 0.0142 2.6264  O46 0.957
48 H 1.8794 -0.0759 1.5238  O46 0.957